{"formula": "C32H80I2N22O43P", "method": "ωB97M-V/def2-TZVPD", "de_lowest_kcal_mol": 0.0, "max_force_ev_per_a": 1.1, "lumo_energy_ev": 0.756, "energy_ev": -180747.952, "homo_ev": -5.6, "charge": -1, "spin_multiplicity": 1, "elements": ["C", "C", "N", "C", "C", "C", "C", "C", "N", "C", "C", "O", "C", "O", "O", "N", "C", "I", "C", "C", "I", "P", "O", "O", "H", "H", "H", "H", "H", "H", "H", "H", "H", "H", "H", "H", "H", "H", "H", "H", "H", "H", "H", "H", "H", "H", "H", "C", "N", "O", "O", "H", "H", "H", "C", "N", "O", "O", "H", "H", "H", "C", "N", "O", "O", "H", "H", "H", "C", "N", "O", "O", "H", "H", "H", "C", "N", "O", "O", "H", "H", "H", "C", "N", "O", "O", "H", "H", "H", "C", "N", "O", "O", "H", "H", "H", "C", "N", "O", "O", "H", "H", "H", "C", "N", "O", "O", "H", "H", "H", "C", "N", "O", "O", "H", "H", "H", "C", "N", "O", "O", "H", "H", "H", "C", "N", "O", "O", "H", "H", "H", "C", "N", "O", "O", "H", "H", "H", "C", "N", "O", "O", "H", "H", "H", "C", "N", "O", "O", "H", "H", "H", "C", "N", "O", "O", "H", "H", "H", "C", "N", "O", "O", "H", "H", "H", "C", "N", "O", "O", "H", "H", "H", "C", "N", "O", "O", "H", "H", "H"], "xyz": [[1.267, 2.552, 1.857], [0.729, 1.309, 1.156], [0.192, 1.708, -0.156], [-0.301, 0.662, -1.093], [-0.488, 1.286, -2.491], [0.455, 2.372, -3.067], [-0.218, 3.741, -3.216], [-0.337, 4.546, -1.919], [-1.691, 4.476, -1.340], [-1.949, 4.552, 0.007], [-1.029, 5.397, 0.859], [-2.932, 4.010, 0.502], [-1.748, 0.192, -0.624], [-1.877, 0.109, 0.608], [-2.583, -0.042, -1.500], [0.599, -0.523, -1.006], [0.009, -1.800, -1.215], [-0.519, -2.404, -3.174], [-0.168, -2.606, -0.165], [0.177, -2.211, 1.246], [-0.972, -4.512, -0.338], [2.215, -0.495, -1.601], [2.039, -0.162, -3.209], [2.653, 0.966, -1.063], [1.960, 3.071, 1.185], [0.471, 3.246, 2.116], [1.842, 2.269, 2.740], [1.537, 0.595, 1.049], [-0.040, 0.848, 1.779], [-0.635, 2.252, 0.074], [-1.488, 1.720, -2.453], [-0.547, 0.487, -3.224], [0.702, 2.045, -4.081], [1.398, 2.498, -2.542], [-1.196, 3.532, -3.652], [0.369, 4.309, -3.936], [-0.136, 5.596, -2.152], [0.418, 4.223, -1.202], [-2.253, 3.734, -1.743], [-0.020, 5.500, 0.468], [-1.471, 6.394, 0.923], [-1.011, 4.974, 1.861], [1.087, -1.614, 1.248], [0.310, -3.090, 1.871], [-0.637, -1.595, 1.635], [2.375, 0.722, -3.401], [1.896, 1.573, -0.901], [-1.242, -9.188, -1.644], [-2.047, -8.016, -1.221], [-2.286, -7.883, -0.032], [-2.408, -7.246, -2.082], [-1.007, -9.760, -0.759], [-1.827, -9.769, -2.350], [-0.352, -8.782, -2.118], [1.705, 4.929, 5.813], [1.515, 5.120, 4.348], [2.469, 5.495, 3.699], [0.415, 4.877, 3.907], [2.732, 5.177, 6.054], [0.997, 5.581, 6.314], [1.477, 3.889, 6.029], [0.857, -7.357, 2.346], [1.968, -7.899, 1.516], [2.750, -8.666, 2.045], [2.018, -7.540, 0.361], [0.955, -7.771, 3.342], [0.947, -6.274, 2.348], [-0.080, -7.647, 1.876], [-2.443, -12.102, 1.632], [-2.431, -12.317, 0.162], [-1.461, -11.951, -0.469], [-3.426, -12.813, -0.320], [-1.505, -11.650, 1.933], [-3.279, -11.441, 1.838], [-2.591, -13.069, 2.103], [-4.982, 1.784, -1.471], [-6.464, 1.846, -1.548], [-6.974, 2.527, -2.419], [-7.092, 1.204, -0.729], [-4.584, 2.420, -2.254], [-4.666, 2.137, -0.496], [-4.672, 0.750, -1.608], [2.883, 6.889, -5.695], [2.594, 5.564, -5.081], [2.772, 5.441, -3.888], [2.197, 4.694, -5.827], [3.225, 7.557, -4.913], [3.643, 6.732, -6.453], [1.961, 7.239, -6.149], [3.362, -6.461, -3.233], [1.938, -6.853, -3.420], [1.325, -6.368, -4.343], [1.484, -7.636, -2.609], [3.625, -5.758, -4.014], [3.438, -6.015, -2.246], [3.953, -7.370, -3.285], [-3.607, 0.751, -5.146], [-2.492, 1.716, -5.326], [-2.703, 2.894, -5.118], [-1.417, 1.256, -5.656], [-4.496, 1.302, -4.862], [-3.734, 0.240, -6.094], [-3.308, 0.049, -4.371], [4.736, -0.437, -5.241], [5.925, -1.088, -4.627], [6.683, -0.375, -4.001], [6.053, -2.284, -4.773], [4.790, 0.622, -5.022], [4.772, -0.631, -6.309], [3.857, -0.896, -4.793], [-5.769, -7.359, -1.261], [-5.940, -8.724, -0.688], [-5.924, -8.849, 0.520], [-6.083, -9.636, -1.476], [-5.647, -6.659, -0.443], [-4.887, -7.380, -1.893], [-6.657, -7.140, -1.847], [-2.623, -1.217, -9.026], [-4.072, -1.157, -8.685], [-4.830, -0.653, -9.485], [-4.390, -1.621, -7.609], [-2.486, -0.769, -10.003], [-2.087, -0.672, -8.253], [-2.335, -2.263, -9.016], [5.854, 7.410, 3.949], [5.987, 6.418, 5.050], [7.097, 6.156, 5.462], [4.954, 5.937, 5.463], [6.843, 7.758, 3.682], [5.370, 6.912, 3.114], [5.231, 8.217, 4.322], [-6.432, -11.235, 2.982], [-5.354, -11.419, 3.995], [-4.505, -10.556, 4.084], [-5.395, -12.427, 4.671], [-6.259, -10.299, 2.462], [-6.385, -12.082, 2.303], [-7.375, -11.225, 3.521], [4.375, 10.020, 7.733], [4.153, 10.113, 6.264], [5.065, 10.514, 5.570], [3.065, 9.770, 5.854], [5.383, 10.354, 7.944], [3.631, 10.650, 8.210], [4.226, 8.981, 8.013], [9.536, 9.550, 1.616], [8.202, 8.940, 1.359], [7.279, 9.679, 1.097], [8.133, 7.730, 1.436], [9.442, 10.624, 1.515], [9.832, 9.263, 2.621], [10.225, 9.134, 0.888], [-6.706, -10.689, 7.868], [-8.124, -10.840, 7.442], [-8.445, -10.383, 6.364], [-8.868, -11.416, 8.207], [-6.170, -10.161, 7.088], [-6.702, -10.131, 8.799], [-6.305, -11.687, 8.016], [-4.394, 1.704, 2.396], [-3.401, 1.407, 3.466], [-2.635, 2.290, 3.801], [-3.428, 0.297, 3.954], [-4.251, 2.726, 2.065], [-4.196, 0.996, 1.592], [-5.376, 1.549, 2.832], [0.201, 10.602, 3.745], [-0.365, 11.888, 4.237], [-0.570, 12.002, 5.427], [-0.582, 12.745, 3.406], [0.344, 9.946, 4.594], [-0.503, 10.188, 3.030], [1.145, 10.832, 3.261], [6.475, 2.550, -1.978], [6.377, 3.008, -3.391], [7.171, 3.834, -3.792], [5.496, 2.503, -4.049], [7.299, 3.073, -1.507], [5.525, 2.773, -1.502], [6.636, 1.476, -2.011]], "mulliken_charge": [-0.94, 0.09, 0.26, 0.54, -0.43, -1.35, -1.18, -0.26, -0.02, 0.68, -0.92, -0.60, -0.47, -0.70, -0.73, 1.35, -1.19, 0.07, 0.83, -0.73, 0.13, -0.49, -0.28, -0.34, 0.18, -0.14, 0.53, 0.12, 0.28, -0.28, 0.67, 0.13, 0.59, 0.77, 0.12, 0.12, 0.60, 0.07, -0.16, 0.36, 0.40, 0.07, 0.11, 0.43, 0.05, 0.20, 0.41, -0.52, 0.96, -0.49, -0.54, 0.29, 0.28, 0.13, -0.68, 0.91, -0.49, -0.51, 0.17, 0.29, 0.32, -0.57, 0.95, -0.57, -0.49, 0.29, 0.20, 0.20, -0.61, 0.95, -0.57, -0.55, 0.28, 0.17, 0.31, -0.48, 1.01, -0.60, -0.60, 0.20, 0.07, 0.37, -0.83, 0.87, -0.47, -0.48, 0.31, 0.29, 0.32, -0.77, 0.88, -0.55, -0.53, 0.31, 0.28, 0.28, -0.36, 1.10, -0.64, -0.55, 0.28, -0.06, 0.29, -0.28, 0.99, -0.54, -0.60, 0.06, 0.30, 0.14, -0.65, 0.93, -0.55, -0.56, 0.31, 0.18, 0.30, -0.64, 0.87, -0.54, -0.51, 0.30, 0.22, 0.29, -0.37, 0.87, -0.56, -0.52, 0.19, 0.25, 0.07, -0.65, 0.89, -0.51, -0.55, 0.25, 0.30, 0.30, -0.77, 0.83, -0.51, -0.46, 0.30, 0.30, 0.31, -0.74, 0.85, -0.51, -0.47, 0.31, 0.29, 0.29, -0.67, 0.88, -0.52, -0.54, 0.28, 0.29, 0.27, -0.54, 1.04, -0.56, -0.60, 0.14, 0.22, 0.33, -0.66, 0.89, -0.53, -0.53, 0.27, 0.29, 0.27, -0.67, 0.89, -0.57, -0.53, 0.31, 0.24, 0.26]}